This record from OMol25 describes a 12-piece molecular cluster, C50H112F18N8O9P2 overall. The level of theory is ωB97M-V/def2-TZVPD.

Each atom is followed by the atoms it is bonded to, with distances in Å.
Cartesian coordinates (Å):
1 C 2.599 -1.535 -5.669  C2 1.527, H8 1.090, H9 1.090, H10 1.090
2 C 1.522 -0.719 -6.380  C1 1.527, O3 1.235, N4 1.542
3 O 1.389 -0.607 -7.603  C2 1.235
4 N 0.620 0.237 -5.574  C2 1.542, H5 1.010, H6 1.010, C7 1.499
5 H -0.222 0.419 -6.100  N4 1.010
6 H 0.351 -0.235 -4.723  N4 1.010
7 C 1.222 1.578 -5.274  N4 1.499, H11 1.090, H12 1.090, H13 1.090
8 H 2.740 -2.408 -6.305  C1 1.090
9 H 2.189 -1.875 -4.717  C1 1.090
10 H 3.547 -1.011 -5.551  C1 1.090
11 H 0.434 2.097 -4.729  C7 1.090
12 H 1.344 2.038 -6.255  C7 1.090
13 H 2.108 1.512 -4.643  C7 1.090
14 C -0.971 -5.102 0.373  C15 1.489, H21 1.090, H22 1.090, H23 1.090
15 C -0.688 -6.455 0.925  C14 1.489, O16 1.184, N17 1.535
16 O -1.408 -7.378 0.751  C15 1.184
17 N 0.582 -6.678 1.759  C15 1.535, H18 1.010, H19 1.010, C20 1.603
18 H 1.006 -5.762 1.739  N17 1.010
19 H 0.233 -6.960 2.664  N17 1.010
20 C 1.522 -7.778 1.069  N17 1.603, H24 1.090, H25 1.090, H26 1.090
21 H -1.802 -5.243 -0.319  C14 1.090
22 H -0.098 -4.829 -0.220  C14 1.090
23 H -1.258 -4.472 1.215  C14 1.090
24 H 0.956 -8.705 0.978  C20 1.090
25 H 2.264 -7.933 1.853  C20 1.090
26 H 1.911 -7.551 0.076  C20 1.090
27 C 3.567 -2.157 -1.794  C28 1.509, H34 1.090, H35 1.090, H36 1.090
28 C 4.777 -1.268 -1.642  C27 1.509, O29 1.240, N30 1.535
29 O 4.706 -0.037 -1.505  C28 1.240
30 N 6.102 -1.985 -1.935  C28 1.535, H31 1.010, H32 1.010, C33 1.608
31 H 6.326 -1.774 -2.898  N30 1.010
32 H 6.854 -1.482 -1.486  N30 1.010
33 C 6.157 -3.540 -1.532  N30 1.608, H37 1.090, H38 1.090, H39 1.090
34 H 2.738 -1.825 -1.169  C27 1.090
35 H 3.614 -3.153 -1.353  C27 1.090
36 H 3.248 -2.403 -2.806  C27 1.090
37 H 5.709 -3.724 -0.555  C33 1.090
38 H 7.212 -3.800 -1.612  C33 1.090
39 H 5.542 -4.053 -2.272  C33 1.090
40 C 1.507 1.692 -1.207  C41 1.481, H47 1.090, H48 1.090, H49 1.090
41 C 1.056 1.010 0.027  C40 1.481, O42 1.239, N43 1.545
42 O 1.598 1.227 1.119  C41 1.239
43 N -0.176 0.086 -0.097  C41 1.545, H44 1.010, H45 1.010, C46 1.552
44 H -0.984 0.648 0.131  N43 1.010
45 H -0.262 -0.166 -1.072  N43 1.010
46 C -0.186 -1.095 0.909  N43 1.552, H50 1.090, H51 1.090, H52 1.090
47 H 2.135 1.072 -1.847  C40 1.090
48 H 1.955 2.673 -1.051  C40 1.090
49 H 0.639 2.030 -1.773  C40 1.090
50 H -1.264 -1.193 1.039  C46 1.090
51 H 0.332 -0.844 1.835  C46 1.090
52 H 0.285 -1.974 0.469  C46 1.090
53 C 1.032 3.462 4.140  C54 1.535, H60 1.090, H61 1.090, H62 1.090
54 C 1.255 4.696 3.254  C53 1.535, O55 1.201, N56 1.613
55 O 2.282 5.318 3.200  C54 1.201
56 N 0.069 5.156 2.262  C54 1.613, H57 1.010, H58 1.010, C59 1.507
57 H -0.449 4.308 2.084  N56 1.010
58 H -0.486 5.758 2.853  N56 1.010
59 C 0.435 5.774 0.937  N56 1.507, H63 1.090, H64 1.090, H65 1.090
60 H 1.967 3.246 4.657  C53 1.090
61 H 0.725 2.632 3.504  C53 1.090
62 H 0.278 3.635 4.909  C53 1.090
63 H 1.333 6.385 1.030  C59 1.090
64 H -0.485 6.274 0.634  C59 1.090
65 H 0.548 5.052 0.128  C59 1.090
66 C -6.202 6.020 -7.323  C67 1.516, H76 1.090, H77 1.090, H78 1.090
67 C -6.364 4.782 -6.463  C66 1.516, C68 1.528, H79 1.090, H80 1.090
68 C -5.670 4.839 -5.102  C67 1.528, C69 1.576, H81 1.090, H82 1.090
69 C -5.463 3.491 -4.313  C68 1.576, N70 1.574, H83 1.090, H84 1.090
70 N -4.678 3.532 -2.949  C69 1.574, C71 1.572, C74 1.548, C75 1.510
71 C -4.658 2.064 -2.388  N70 1.572, C72 1.514, H85 1.090, H86 1.090
72 C -3.289 1.525 -2.745  C71 1.514, C73 1.482, H87 1.090, H88 1.090
73 C -2.447 2.721 -2.508  C72 1.482, C74 1.490, H89 1.090, H90 1.090
74 C -3.176 3.860 -3.134  N70 1.548, C73 1.490, H91 1.090, H92 1.090
75 C -5.399 4.459 -2.000  N70 1.510, H93 1.090, H94 1.090, H95 1.090
76 H -6.553 6.045 -8.354  C66 1.090
77 H -5.201 6.452 -7.331  C66 1.090
78 H -6.825 6.842 -6.969  C66 1.090
79 H -6.036 3.913 -7.032  C67 1.090
80 H -7.439 4.749 -6.283  C67 1.090
81 H -6.173 5.595 -4.499  C68 1.090
82 H -4.627 5.117 -5.252  C68 1.090
83 H -4.929 2.722 -4.871  C69 1.090
84 H -6.426 3.081 -4.007  C69 1.090
85 H -4.742 2.107 -1.302  C71 1.090
86 H -5.546 1.466 -2.593  C71 1.090
87 H -3.010 0.658 -2.146  C72 1.090
88 H -3.129 1.307 -3.801  C72 1.090
89 H -2.442 2.847 -1.425  C73 1.090
90 H -1.442 2.505 -2.872  C73 1.090
91 H -2.845 4.816 -2.728  C74 1.090
92 H -3.097 3.888 -4.220  C74 1.090
93 H -5.361 5.504 -2.307  C75 1.090
94 H -4.905 4.425 -1.029  C75 1.090
95 H -6.445 4.157 -1.946  C75 1.090
96 C 5.431 6.498 3.684  C97 1.476, H106 1.090, H107 1.090, H108 1.090
97 C 6.261 5.279 3.758  C96 1.476, C98 1.473, H109 1.090, H110 1.090
98 C 5.470 4.082 3.425  C97 1.473, C99 1.585, H111 1.090, H112 1.090
99 C 6.296 2.748 3.650  C98 1.585, N100 1.559, H113 1.090, H114 1.090
100 N 5.533 1.463 3.206  C99 1.559, C101 1.563, C104 1.502, C105 1.628
101 C 6.319 0.136 3.459  N100 1.563, C102 1.506, H115 1.090, H116 1.090
102 C 5.411 -0.943 3.990  C101 1.506, C103 1.513, H117 1.090, H118 1.090
103 C 4.043 -0.373 3.684  C102 1.513, C104 1.569, H119 1.090, H120 1.090
104 C 4.218 1.174 3.873  N100 1.502, C103 1.569, H121 1.090, H122 1.090
105 C 5.122 1.497 1.631  N100 1.628, H123 1.090, H124 1.090, H125 1.090
106 H 6.133 7.328 3.620  C96 1.090
107 H 4.892 6.506 4.632  C96 1.090
108 H 4.712 6.372 2.874  C96 1.090
109 H 6.773 5.109 4.705  C97 1.090
110 H 7.091 5.328 3.053  C97 1.090
111 H 5.119 4.138 2.395  C98 1.090
112 H 4.566 4.046 4.034  C98 1.090
113 H 6.637 2.526 4.661  C99 1.090
114 H 7.195 2.656 3.041  C99 1.090
115 H 6.760 -0.237 2.535  C101 1.090
116 H 7.111 0.319 4.185  C101 1.090
117 H 5.443 -1.903 3.476  C102 1.090
118 H 5.605 -1.187 5.034  C102 1.090
119 H 3.645 -0.586 2.692  C103 1.090
120 H 3.308 -0.810 4.360  C103 1.090
121 H 3.390 1.751 3.459  C104 1.090
122 H 4.422 1.230 4.942  C104 1.090
123 H 4.957 0.449 1.381  C105 1.090
124 H 6.013 1.752 1.057  C105 1.090
125 H 4.235 2.123 1.530  C105 1.090
126 C -3.442 -1.642 3.741  C127 1.512, H136 1.090, H137 1.090, H138 1.090
127 C -3.160 -3.111 3.956  C126 1.512, C128 1.510, H139 1.090, H140 1.090
128 C -4.213 -4.071 3.457  C127 1.510, C129 1.580, H141 1.090, H142 1.090
129 C -4.034 -5.628 3.659  C128 1.580, N130 1.552, H143 1.090, H144 1.090
130 N -5.067 -6.594 3.019  C129 1.552, C131 1.468, C134 1.570, C135 1.552
131 C -6.467 -6.208 3.233  N130 1.468, C132 1.541, H145 1.090, H146 1.090
132 C -6.708 -6.787 4.640  C131 1.541, C133 1.505, H147 1.090, H148 1.090
133 C -6.009 -8.120 4.611  C132 1.505, C134 1.520, H149 1.090, H150 1.090
134 C -4.874 -8.038 3.603  N130 1.570, C133 1.520, H151 1.090, H152 1.090
135 C -4.814 -6.663 1.489  N130 1.552, H153 1.090, H154 1.090, H155 1.090
136 H -4.398 -1.296 4.135  C126 1.090
137 H -3.561 -1.456 2.674  C126 1.090
138 H -2.728 -0.904 4.106  C126 1.090
139 H -3.116 -3.255 5.036  C127 1.090
140 H -2.186 -3.493 3.650  C127 1.090
141 H -4.461 -3.954 2.402  C128 1.090
142 H -5.102 -3.792 4.023  C128 1.090
143 H -4.302 -5.926 4.672  C129 1.090
144 H -3.058 -5.991 3.336  C129 1.090
145 H -7.163 -6.559 2.471  C131 1.090
146 H -6.676 -5.140 3.295  C131 1.090
147 H -7.763 -6.914 4.882  C132 1.090
148 H -6.333 -6.156 5.446  C132 1.090
149 H -6.642 -8.951 4.301  C133 1.090
150 H -5.692 -8.429 5.608  C133 1.090
151 H -4.956 -8.724 2.760  C134 1.090
152 H -3.891 -8.092 4.070  C134 1.090
153 H -4.782 -5.609 1.213  C135 1.090
154 H -5.515 -7.340 1.001  C135 1.090
155 H -3.829 -7.105 1.339  C135 1.090
156 C -0.652 -2.097 -2.958  O157 1.454, O158 1.388, C159 1.568, H170 1.090
157 O -1.535 -2.102 -1.802  C156 1.454, C163 1.388
158 O 0.082 -0.922 -2.883  C156 1.388
159 C 0.054 -3.497 -2.969  C156 1.568, F160 1.386, F161 1.304, F162 1.332
160 F -0.854 -4.483 -2.617  C159 1.386
161 F 0.505 -3.833 -4.145  C159 1.304
162 F 1.043 -3.712 -2.102  C159 1.332
163 C -2.910 -2.262 -1.894  O157 1.388, C164 1.521, H168 1.090, H169 1.090
164 C -3.443 -2.236 -0.469  C163 1.521, H165 1.090, H166 1.090, H167 1.090
165 H -3.209 -1.340 0.106  C164 1.090
166 H -4.526 -2.266 -0.587  C164 1.090
167 H -3.000 -2.983 0.190  C164 1.090
168 H -3.248 -3.222 -2.286  C163 1.090
169 H -3.348 -1.426 -2.439  C163 1.090
170 H -1.309 -2.069 -3.827  C156 1.090
171 C 3.592 5.415 -3.726  O172 1.399, O173 1.417, C174 1.614, H185 1.090
172 O 3.571 6.163 -2.545  C171 1.399, C178 1.484
173 O 4.831 4.741 -3.866  C171 1.417
174 C 2.128 4.828 -4.069  C171 1.614, F175 1.373, F176 1.341, F177 1.342
175 F 1.747 3.721 -3.352  C174 1.373
176 F 1.216 5.790 -3.867  C174 1.341
177 F 2.049 4.531 -5.375  C174 1.342
178 C 3.298 5.357 -1.329  O172 1.484, C179 1.515, H183 1.090, H184 1.090
179 C 3.976 5.983 -0.127  C178 1.515, H180 1.090, H181 1.090, H182 1.090
180 H 5.017 5.662 -0.117  C179 1.090
181 H 3.904 7.065 -0.238  C179 1.090
182 H 3.643 5.662 0.859  C179 1.090
183 H 3.558 4.299 -1.297  C178 1.090
184 H 2.212 5.371 -1.235  C178 1.090
185 H 3.650 6.248 -4.427  C171 1.090
186 P -2.664 2.416 1.901  F187 1.575, F188 1.643, F189 1.638, F190 1.634, F191 1.628, F192 1.616
187 F -2.966 1.152 1.012  P186 1.575
188 F -1.179 2.649 1.238  P186 1.643
189 F -3.428 3.247 0.713  P186 1.638
190 F -2.347 3.729 2.821  P186 1.634
191 F -4.023 2.246 2.781  P186 1.628
192 F -1.815 1.485 2.913  P186 1.616
193 P 2.848 -3.945 2.138  F194 1.655, F195 1.643, F196 1.616, F197 1.604, F198 1.669, F199 1.638
194 F 1.377 -4.134 2.871  P193 1.655
195 F 3.295 -5.444 2.639  P193 1.643
196 F 2.204 -4.532 0.777  P193 1.616
197 F 4.247 -3.742 1.379  P193 1.604
198 F 2.460 -2.350 1.837  P193 1.669
199 F 3.512 -3.477 3.560  P193 1.638

Summary:
Net charge: +4
Total energy (Ha): -5566.71435
F_max (eV Å⁻¹): 4.884